Entry 1:
C29H65O3 | ωB97M-V with the def2-TZVPD basis set

Geometry as XYZ:
```
97
C29H65O3 | the Open Molecules 2025 dataset | ωB97M-V with the def2-TZVPD basis set
C -1.315 0.753 -2.850
C -1.566 0.229 -1.339
O -0.708 0.837 -0.351
C 0.589 0.186 -0.273
C 1.661 1.131 -1.029
C 2.954 0.333 -1.567
O 3.022 -0.940 -1.449
O 3.943 1.110 -2.177
H -0.210 0.713 -3.161
H -1.854 0.008 -3.559
H -1.801 1.773 -3.053
H -1.534 -0.913 -1.347
H -2.645 0.557 -1.071
H 0.609 -0.892 -0.650
H 0.872 0.138 0.848
H 1.135 1.739 -1.840
H 2.046 1.875 -0.244
C 1.882 -3.469 5.685
C 2.806 -3.788 4.518
C 3.246 -2.546 3.741
C 2.114 -1.765 3.067
C 1.264 -2.568 2.083
C 2.059 -3.095 0.895
H 0.949 -3.011 5.349
H 1.625 -4.386 6.224
H 2.367 -2.788 6.390
H 2.321 -4.506 3.851
H 3.700 -4.288 4.908
H 3.982 -2.846 2.987
H 3.776 -1.869 4.422
H 2.552 -0.909 2.540
H 1.457 -1.339 3.833
H 0.464 -1.922 1.707
H 0.769 -3.403 2.594
H 2.522 -2.272 0.341
H 1.399 -3.631 0.207
H 2.845 -3.788 1.207
C -6.760 0.568 -6.979
C -5.474 1.383 -7.022
C -4.525 1.073 -5.863
C -5.075 1.389 -4.469
C -5.507 2.840 -4.250
C -4.361 3.834 -4.389
H -7.345 0.782 -6.082
H -7.385 0.805 -7.845
H -6.542 -0.503 -7.003
H -5.716 2.450 -7.045
H -4.955 1.167 -7.962
H -3.590 1.621 -6.019
H -4.258 0.011 -5.896
H -4.307 1.134 -3.729
H -5.926 0.734 -4.254
H -5.924 2.930 -3.242
H -6.313 3.110 -4.942
H -3.564 3.611 -3.674
H -4.715 4.849 -4.191
H -3.934 3.824 -5.395
C -0.234 0.816 -8.121
C 0.270 0.623 -6.697
C 0.733 1.923 -6.038
C 1.919 2.613 -6.720
C 3.183 1.763 -6.848
C 3.765 1.350 -5.502
H 0.552 1.193 -8.780
H -0.581 -0.136 -8.531
H -1.071 1.519 -8.145
H 1.076 -0.118 -6.690
H -0.541 0.199 -6.095
H 0.984 1.716 -4.993
H -0.108 2.627 -6.012
H 2.159 3.522 -6.156
H 1.620 2.952 -7.718
H 3.939 2.342 -7.391
H 2.988 0.870 -7.454
H 4.011 2.227 -4.899
H 4.683 0.774 -5.647
H 3.072 0.726 -4.934
C 1.412 -0.132 7.788
C 0.547 -1.023 8.669
C 0.165 -0.370 9.999
C 1.342 -0.032 10.919
C 2.234 -1.214 11.299
C 1.497 -2.293 12.083
H 2.368 0.101 8.263
H 1.627 -0.634 6.842
H 0.899 0.807 7.563
H 1.059 -1.975 8.842
H -0.372 -1.264 8.124
H -0.533 -1.029 10.526
H -0.390 0.553 9.795
H 0.944 0.421 11.836
H 1.962 0.739 10.451
H 3.061 -0.842 11.914
H 2.689 -1.655 10.406
H 1.075 -1.883 13.005
H 2.186 -3.096 12.358
H 0.687 -2.737 11.500
```

Properties
ΔE to the lowest compared entry with this formula, charge and spin in kcal per mole: 36.8
LUMO in eV: 2.3053
Net charge: -1
HOMO level in Eh: -0.15464

***

Entry 2:
C23H46Br16N2O | ωB97M-V with the def2-TZVPD basis set

Geometry as XYZ:
```
88
C23H46Br16N2O | the Open Molecules 2025 dataset | ωB97M-V with the def2-TZVPD basis set
C 2.689 -4.099 1.468
O 1.835 -3.510 0.795
N 3.682 -3.389 2.025
C 4.871 -4.084 2.596
C 3.724 -1.953 1.987
H 2.805 -5.186 1.597
H 5.796 -3.771 2.113
H 4.917 -5.138 2.320
H 4.898 -4.067 3.685
H 2.765 -1.553 1.657
H 3.818 -1.499 2.974
H 4.479 -1.591 1.289
C 0.149 1.240 -2.213
C -0.985 0.334 -1.555
C -0.449 -0.732 -0.612
C 0.400 -0.247 0.458
N 1.069 0.164 1.338
H 0.946 1.470 -1.505
H -0.275 2.208 -2.482
H 0.637 0.650 -2.989
H -1.553 -0.198 -2.318
H -1.765 0.848 -0.993
H 0.227 -1.407 -1.138
H -1.219 -1.350 -0.151
Br -4.281 -1.041 -1.683
C -4.998 0.097 -0.186
C -5.825 -0.976 0.610
Br -7.018 -0.075 1.900
H -5.620 0.869 -0.640
H -4.227 0.504 0.469
H -5.244 -1.783 1.056
H -6.422 -1.470 -0.156
Br -2.418 1.098 2.271
C -2.521 -0.335 3.549
C -1.124 -0.505 4.223
Br -0.991 -1.935 5.500
H -2.643 -1.273 3.007
H -3.419 -0.287 4.165
H -0.968 0.344 4.889
H -0.261 -0.690 3.583
Br 0.181 -7.018 2.296
C -1.313 -5.846 2.056
C -0.990 -4.706 1.150
Br -2.550 -3.569 0.705
H -1.712 -5.448 2.989
H -2.111 -6.398 1.560
H -0.574 -5.131 0.236
H -0.271 -3.995 1.555
Br 2.391 3.616 -0.307
C 0.840 3.704 0.902
C 1.118 4.986 1.738
Br -0.614 5.402 2.695
H 0.860 2.773 1.469
H -0.050 3.758 0.274
H 1.347 5.887 1.170
H 1.930 4.762 2.429
Br -4.035 5.045 -5.464
C -4.019 3.159 -5.051
C -2.554 2.582 -5.014
Br -2.566 0.571 -5.037
H -4.759 2.675 -5.689
H -4.485 3.165 -4.065
H -1.922 2.861 -4.171
H -1.924 2.840 -5.865
Br 6.357 0.814 0.460
C 5.709 2.073 1.774
C 4.558 1.358 2.455
Br 3.874 2.633 3.665
H 5.406 2.969 1.231
H 6.598 2.278 2.371
H 4.837 0.447 2.983
H 3.680 1.120 1.854
Br 0.221 5.099 -3.858
C -0.077 6.020 -2.157
C -1.499 6.162 -1.813
Br -2.171 4.257 -1.411
H 0.552 6.910 -2.183
H 0.354 5.388 -1.380
H -2.062 6.596 -2.640
H -1.638 6.863 -0.990
Br 0.354 -6.109 -2.247
C 1.313 -4.401 -2.616
C 0.611 -3.642 -3.802
Br 1.597 -1.959 -4.179
H 2.334 -4.656 -2.900
H 1.337 -3.777 -1.723
H -0.459 -3.651 -3.594
H 0.515 -4.148 -4.762
```

Properties
Spin multiplicity: 2
Expectation value of S²: 0.7537
LUMO (alpha / beta) in eV: 1.5952 / 1.5940
Net charge: -1
HOMO level (alpha / beta) in Eh: -0.01681 / -0.21237

***

Calculated energy, -37270.7620 -1150304.4894 eV (same order as the records).